No. 1
Molecular formula: C3H2CeFO2
Method: DFT, wB97M-V/def2-TZVPD

XYZ file:
```
9
Properties=species:S:1:pos:R:3:forces:R:3
Ce -0.5850 1.3113 -3.4227 1.27 -1.28 2.43
F -0.3634 1.0555 2.1892 0.66 1.07 -0.38
O 1.7044 0.8260 1.3537 -2.11 0.08 -1.72
O 0.4419 0.1531 -1.4258 -0.88 1.83 -3.89
C 0.5400 0.5864 1.1782 0.77 -0.23 4.65
C -0.2081 -0.7188 -0.7092 1.90 -0.88 3.34
C -0.2511 -0.5004 0.6702 -1.15 -0.83 -4.50
H -0.1861 -1.7725 -1.0342 -1.24 0.31 -0.46
H -1.0928 -0.9408 1.2006 0.78 -0.06 0.54
```
Forces are in eV/Å.

The value obtained for the HOMO-LUMO gap (alpha / beta) is 0.2055 / 0.2018 Ha. The highest occupied orbital energy (alpha / beta) is -11.6 / -11.6 eV. Its largest force on an atom is 4.72 eV/Å. Its spin multiplicity is 3. Its expectation value of S² is 2.00. The calculation puts the energy above the lowest of the compared OMol25 structures with the same formula, charge and spin at 0.000 eV. Its charge is +1.

=====

No. 2
Molecular formula: CH5O2
Method: DFT, wB97M-V/def2-TZVPD

XYZ file:
```
8
Properties=species:S:1:pos:R:3:forces:R:3
O -0.2822 -0.0459 0.6840 0.02 -0.90 0.69
O -0.2816 -2.2691 -0.6012 -0.62 -0.78 -0.08
C 0.0063 1.2083 0.3445 -0.40 0.50 -0.61
H -0.2346 -1.4214 -0.0550 0.18 0.71 -0.12
H 0.2427 1.3387 -0.7413 0.26 0.10 -0.09
H 0.5610 -2.4245 -1.0150 0.40 0.23 0.02
H 0.8361 1.6994 0.8994 0.30 -0.04 0.09
H -0.8476 1.9145 0.4845 -0.14 0.18 0.10
```
Forces are in eV/Å.

The value obtained for the HOMO-LUMO gap is 0.2711 Ha. The highest occupied orbital energy is -2.6 eV. Its largest force on an atom is 1.13 eV/Å. The calculation puts the energy above the lowest of the compared OMol25 structures with the same formula, charge and spin at 0.099 eV. Its charge is -1.

=====

No. 3
Molecular formula: C4H6Br2P
Method: DFT, wB97M-V/def2-TZVPD

XYZ file:
```
13
Properties=species:S:1:pos:R:3:forces:R:3
Br -2.6230 -1.9076 -0.0201 0.67 0.99 0.77
Br -3.4094 1.4464 -0.0390 0.17 -0.13 0.82
P -1.8317 0.0851 0.5992 -1.13 -0.39 -2.89
C 1.4025 -0.6126 0.2702 1.83 -1.99 -3.18
C -0.5989 0.5145 -0.8142 1.80 -0.36 3.35
C 0.5407 -0.3944 -0.8158 -0.10 -1.46 -0.03
C 1.5426 0.1827 1.3371 4.66 -2.54 1.31
H 2.5339 0.0736 1.9479 -2.36 0.40 -0.90
H -0.1995 1.4705 -0.5861 0.12 1.42 0.89
H 0.6596 -0.9835 -1.7193 0.10 -0.06 0.16
H -1.0523 0.6916 -1.7026 -2.10 -0.24 -2.60
H 2.2017 -1.4116 -0.0373 -1.39 1.63 1.15
H 0.8337 0.8454 1.5799 -2.25 2.74 1.14
```
Forces are in eV/Å.

The value obtained for the HOMO-LUMO gap (alpha / beta) is 0.2578 / 0.2016 Ha. The highest occupied orbital energy (alpha / beta) is -11.9 / -14.6 eV. Its largest force on an atom is 5.47 eV/Å. Its spin multiplicity is 3. Its expectation value of S² is 2.04. Its charge is +1.

=====

No. 4
Molecular formula: C4H9N3O5
Method: DFT, wB97M-V/def2-TZVPD

XYZ file:
```
21
Properties=species:S:1:pos:R:3:forces:R:3
O 3.6717 -0.7907 -1.4010 1.18 1.42 -2.63
O 3.4166 0.9507 0.6616 0.46 0.05 0.54
O 1.7872 2.2033 -0.0054 -0.57 0.95 -0.19
O 3.9388 -2.4992 -0.1135 0.79 -1.63 0.68
O 2.0615 -1.1044 0.2275 1.40 -1.09 0.88
N 1.6484 0.0483 -0.2208 -1.13 -2.14 -1.43
N 2.3244 1.1469 0.1960 0.09 0.08 0.02
N 3.4645 -1.5658 -0.5893 -2.70 0.87 1.65
C 0.2844 -0.0704 -0.8122 0.18 0.09 -0.60
C -3.3097 0.2963 0.9831 1.30 2.90 -2.67
C -0.7508 -0.0715 0.3024 -1.45 0.13 0.60
C -2.2484 0.3197 -0.1931 0.90 -1.75 1.92
H -2.3605 -0.5202 -0.8244 -1.22 -1.01 -0.94
H -0.7321 -1.0854 0.8755 -0.34 1.82 -0.96
H -3.5319 -0.6601 1.2391 -0.87 -2.79 0.81
H -0.4759 0.7337 0.9829 0.34 -0.19 0.29
H -4.1847 0.8527 0.6059 0.11 -0.50 0.38
H 0.1031 0.8137 -1.4028 0.15 0.26 -0.39
H -2.4669 1.1656 -0.8272 1.02 0.68 0.06
H -2.9378 0.8245 1.8368 0.28 0.35 0.55
H 0.2980 -0.9879 -1.5211 0.07 1.51 1.42
```
Forces are in eV/Å.

The value obtained for the HOMO-LUMO gap is 0.3678 Ha. The highest occupied orbital energy is -10.0 eV. Its largest force on an atom is 4.15 eV/Å. As for the structure (SMILES): CCCCN(O[N+](=O)[O-])[N+](=O)[O-]. The calculation puts the energy above the lowest of the compared OMol25 structures with the same formula, charge and spin at 9.261 eV.

=====

No. 5
Molecular formula: CH2ClFP2
Method: DFT, wB97M-V/def2-TZVPD

XYZ file:
```
7
Properties=species:S:1:pos:R:3:forces:R:3
Cl -1.9305 0.0380 -2.3620 0.51 0.02 0.61
P -0.7907 -0.8407 0.2616 -0.47 -1.80 1.57
P 1.2214 -0.1824 0.8216 0.33 0.71 1.61
F 0.7969 1.2686 1.5490 0.46 -1.29 -0.28
C -0.7107 0.0214 -1.1034 -2.02 -0.13 -1.45
H 1.4110 -1.0596 2.0325 -0.48 0.97 -1.04
H 0.0027 0.7547 -1.1993 1.68 1.51 -1.02
```
Forces are in eV/Å.

The value obtained for the HOMO-LUMO gap is 0.3215 Ha. The highest occupied orbital energy is -9.5 eV. Its largest force on an atom is 2.49 eV/Å. As for the structure (SMILES): F[PH]#P=CCl. The calculation puts the energy above the lowest of the compared OMol25 structures with the same formula, charge and spin at 0.804 eV.

=====

No. 6
Molecular formula: C48H53ClF10N2O31
Method: DFT, wB97M-V/def2-TZVPD

XYZ file:
```
145
Properties=species:S:1:pos:R:3:forces:R:3
Cl 4.5213 0.0039 -0.8438 -0.48 -0.61 0.58
F -8.5404 -5.4053 -0.1019 -0.27 -0.06 0.08
F 4.6840 0.7020 7.6129 0.22 -0.03 -0.09
F 4.2684 5.2005 -0.2249 -0.14 -0.11 -0.13
F -3.7857 -1.6222 -4.9118 0.19 -0.05 -0.07
F -9.5596 -0.9330 -1.5694 0.18 0.13 -0.10
F 8.3789 5.2841 0.8497 -0.21 -0.18 -0.11
F 1.5762 -4.7502 -5.7316 -0.12 -0.12 -0.17
F 1.9294 -5.0199 -10.8173 -0.08 0.00 -0.18
F 8.6936 1.3203 0.7071 0.07 0.07 0.20
F -4.7991 3.4594 -3.2340 0.11 0.04 -0.14
O 8.2562 2.2701 -2.5551 0.72 0.06 0.18
O 2.3038 -3.2508 -2.7410 -0.24 -0.71 0.20
O -7.7639 -3.3474 0.3814 0.78 0.22 0.01
O 1.0526 -1.9124 -7.7876 0.59 -0.69 -0.59
O 9.9249 1.8793 -1.0873 -0.40 0.47 -0.36
O -12.9623 0.3824 0.9432 0.84 -0.59 -0.40
O 2.5602 -2.2502 10.1410 0.21 0.76 -0.77
O 4.0001 -0.9473 8.9776 -0.50 -0.32 -0.36
O 3.0300 -2.6420 -8.6121 -0.70 0.04 -0.06
O 2.0071 -4.9963 -1.3275 0.01 0.57 -1.20
O 8.0855 7.5126 0.7990 0.66 0.01 -0.23
O -11.2017 0.1238 -0.4559 0.07 -0.21 0.65
O -5.9039 -4.5656 -2.3620 0.87 0.75 -1.68
O 2.3865 1.0178 4.2522 2.27 2.80 -2.19
O -11.6322 -1.4408 1.1118 -0.14 0.74 -0.34
O -6.3115 -1.7662 1.1007 -0.39 -0.82 -0.37
O -6.6474 -3.3222 -4.1000 0.64 -0.68 0.77
O 4.2286 4.6983 1.9658 -0.11 0.64 0.28
O 1.8173 -0.9971 8.4092 0.62 -0.30 0.42
O -5.5658 -3.8310 0.5459 -0.72 0.73 0.08
O 1.5372 -5.2171 -3.5335 -0.10 0.64 0.40
O 1.0965 -3.4319 -9.4639 0.54 0.55 0.04
O 10.1448 8.1572 1.4615 -0.71 0.04 -0.30
O -4.4675 -3.2656 -3.5368 -0.66 -0.56 -0.08
O 4.9994 6.6538 2.7889 -0.30 -0.75 0.14
O -5.7033 1.5342 -3.9574 -0.78 -0.04 -0.33
O -7.8807 2.0292 -3.6551 0.58 -0.67 -0.33
O 4.6995 4.8885 4.1714 -0.01 0.34 -1.05
O 8.5037 9.6953 1.2264 0.28 -1.18 -0.03
O -7.2754 -0.0665 -4.2599 -0.45 2.02 0.54
O 10.4059 2.2807 -3.2622 -0.74 -0.14 0.81
N -2.1600 -0.3939 1.6957 2.43 3.98 1.89
N -0.0423 1.8109 2.5833 -4.83 -3.57 -1.17
C 1.7768 0.3708 1.4773 0.13 -2.15 -0.97
C -5.6923 -3.7853 -3.2525 -0.40 -0.43 0.46
C -4.5848 -2.7128 -4.8337 0.34 0.39 -0.20
C -6.9796 1.0632 -3.9803 -0.65 -0.93 0.00
C 2.4416 -0.0030 7.6076 -0.78 0.40 -0.79
C 2.1271 -3.7557 -10.3747 -0.33 -0.65 -0.26
C 10.1434 6.7383 1.4045 0.96 -0.33 0.29
C 0.2535 0.6006 1.8665 1.82 -1.32 -1.04
C -0.2744 -1.7772 0.6354 3.37 1.87 0.66
C 4.6497 5.3694 3.0763 0.37 -0.32 1.64
C 1.2216 -1.9681 0.3240 -2.60 2.04 1.22
C -6.0264 -2.3289 -4.9094 -0.09 0.54 -0.62
C 2.8453 1.4974 1.8641 -0.24 0.52 0.13
C 3.8835 -0.3887 7.6846 0.49 0.49 0.07
C -7.5291 -4.5343 -0.3540 -0.98 -0.46 0.01
C 1.9562 -4.5313 -2.4337 0.28 -0.62 1.56
C 2.7723 -1.4689 9.2595 -0.63 -0.97 1.25
C -2.4994 0.7774 2.4290 1.86 -0.42 -0.71
C -12.0212 -0.2536 0.5664 -1.47 0.58 0.64
C -0.7498 -0.4906 1.4315 0.46 -0.35 -0.40
C -5.8226 2.9427 -3.9524 0.74 0.28 0.33
C 1.6689 -2.6004 -8.5493 -0.68 0.86 1.22
C 3.3631 -3.6666 -9.5378 1.04 -0.10 -0.03
C 6.0208 -0.5042 1.8166 0.49 -0.45 1.20
C -10.0475 -0.6824 -0.3300 0.24 0.02 -0.64
C -6.5272 -2.8807 0.7137 0.72 1.03 0.59
C -4.2893 -1.6498 5.8426 1.33 -0.37 -0.01
C 2.9715 1.7821 3.4430 -1.49 -2.38 0.47
C 9.6038 2.1527 -2.3838 0.92 0.03 -1.44
C -1.4416 1.8365 2.8528 1.02 -0.89 -0.68
C -10.5705 -1.9305 0.3041 0.33 -0.97 0.49
C -3.9950 -2.3818 3.3758 0.50 1.58 -0.56
C 2.2809 -0.8855 0.7421 -3.44 1.17 0.50
C 3.8191 -1.1795 0.3691 -1.61 -1.35 1.59
C 8.9770 6.4548 0.5126 -0.34 -0.28 0.03
C 7.6568 1.9188 -1.3158 -1.04 -0.01 -0.09
C -6.2395 -5.0360 0.2072 0.65 -0.99 0.12
C 4.6240 -1.2945 1.7602 1.22 0.07 0.15
C -4.0308 1.0316 2.7918 -0.13 -0.17 -0.91
C 8.7616 2.1747 -0.3416 0.15 -0.40 0.57
C 8.8765 8.5615 1.1703 -0.19 1.98 0.42
C 1.2821 -4.2327 -4.5152 0.01 -0.36 -0.56
C 4.9268 6.7887 1.3772 0.28 0.92 -0.33
C -4.6031 0.1476 4.0109 -0.40 -0.43 -0.07
C -3.7228 -1.1380 4.3950 -1.85 -1.00 1.51
C -7.1303 3.1711 -3.2654 -0.64 0.78 0.32
C 2.2316 -3.1357 -4.1550 0.27 1.04 -0.34
C 3.9750 5.7000 1.0000 0.00 -0.38 -0.57
H -7.6172 4.0912 -3.5915 -0.11 -0.24 -0.05
H 6.3173 -0.4509 2.9373 -0.46 -0.07 -1.78
H -6.4115 -2.3565 -5.9302 -0.12 -0.20 0.18
H 1.5264 -2.9248 -0.2564 -0.41 1.91 1.23
H -4.8464 0.7744 4.9546 0.78 -0.85 -1.58
H 4.2437 -3.3964 -10.1226 -0.09 0.16 0.17
H 6.8873 -1.0912 1.3212 -1.56 1.17 0.47
H -9.8182 -2.4356 0.9091 -0.25 0.13 0.06
H 2.9210 5.9902 1.0391 0.04 -0.14 -0.16
H 2.5689 2.5015 1.3538 0.35 -1.59 0.86
H -4.8597 -3.0521 3.7225 1.46 0.94 -0.34
H -4.3033 -1.8970 2.3829 0.56 -1.07 1.34
H 4.8713 -2.4100 1.9509 -0.57 1.80 -0.38
H 3.2277 -3.2814 -4.5825 -0.16 -0.19 -0.08
H 2.2453 0.9841 8.0356 0.28 -0.04 0.00
H 6.7763 2.5324 -1.1178 0.10 0.02 -0.20
H -10.9688 -2.6407 -0.4266 0.11 0.20 -0.15
H 9.2163 6.4547 -0.5549 -0.13 -0.16 0.05
H -6.3788 -5.6399 1.1090 -0.26 0.15 -0.02
H -3.5010 -2.3969 6.2490 -1.38 1.07 -0.55
H -1.0683 -2.5478 0.3087 1.48 1.48 0.69
H -5.6334 -0.2535 3.6603 1.64 0.59 0.60
H 3.9929 -0.9425 2.6431 0.64 -0.45 -1.42
H 11.0820 6.3610 0.9956 -0.04 0.24 0.02
H 4.5608 7.7773 1.0959 0.05 -0.05 0.24
H -4.3536 -0.8071 6.6154 -0.08 -1.14 -1.13
H 5.9210 6.6474 0.9475 -0.23 -0.16 -0.07
H 2.0591 -0.0245 6.5860 -0.05 -0.09 0.15
H -1.8307 2.7464 3.4480 0.75 -1.62 -1.10
H 5.9761 0.5824 1.4613 0.04 -1.70 0.27
H 10.0115 6.3344 2.4124 -0.20 -0.08 -0.15
H -5.7815 3.3187 -4.9788 0.16 0.00 0.09
H -4.6382 0.7352 1.8517 1.14 0.40 1.42
H 3.8446 -2.2237 -0.1207 -0.06 1.93 0.48
H -4.2747 -3.4527 -5.5780 0.24 0.11 0.08
H 8.8103 3.2048 0.0229 0.02 -0.20 0.13
H -4.2601 2.1558 2.9460 0.69 -1.81 -0.11
H -3.0106 -2.9352 3.2106 -1.54 0.42 0.24
H -9.2945 -0.1572 0.2650 0.06 -0.04 -0.18
H 7.3537 0.8683 -1.3438 0.15 0.04 0.21
H 3.9142 1.2666 1.4856 -1.84 0.20 0.56
H -7.0370 3.1899 -2.1760 0.23 -0.03 -0.11
H 4.1928 -1.1246 6.9366 0.13 0.14 0.02
H -5.2740 -2.2242 5.7472 1.27 1.07 0.12
H -7.4961 -4.3048 -1.4158 -0.40 -0.14 0.39
H -6.2270 -1.3330 -4.4830 0.61 -0.97 -0.35
H 2.1038 -3.0599 -11.2185 -0.07 -0.17 -0.04
H 3.5723 -4.5927 -8.9949 -0.22 -0.04 -0.16
H 1.8638 -2.1523 -4.4514 0.03 -0.07 0.22
H -5.6682 -5.6144 -0.5162 0.01 0.27 0.20
H -2.6123 -0.9314 4.5657 -1.55 -0.08 -0.60
H 0.2277 -3.9439 -4.4805 0.05 -0.11 -0.16
H 3.6545 2.6693 3.7499 -1.09 -1.29 -0.25
```
Forces are in eV/Å.

The value obtained for the HOMO-LUMO gap is 0.2804 Ha. The highest occupied orbital energy is -8.4 eV. Its largest force on an atom is 6.12 eV/Å. As for the structure (SMILES): CC[C@H](Cl)c1ccc2nc(CCC(C)C)cnc2c1CC=O.O=C1OC[C@@H](F)O1.O=C1OC[C@@H](F)O1.O=C1OC[C@@H](F)O1.O=C1OC[C@@H](F)O1.O=C1OC[C@@H](F)O1.O=C1OC[C@@H](F)O1.O=C1OC[C@@H](F)O1.O=C1OC[C@@H](F)O1.O=C1OC[C@@H](F)O1.O=C1OC[C@@H](F)O1.